{"formula": "C37H39N8O2STi", "method": "the ωB97M-V functional and the def2-TZVPD basis", "symbols": ["Ti", "S", "O", "O", "N", "N", "N", "N", "N", "N", "N", "N", "C", "C", "C", "C", "C", "C", "C", "C", "C", "C", "C", "C", "C", "C", "C", "C", "C", "C", "C", "C", "C", "C", "C", "C", "C", "C", "C", "C", "C", "C", "C", "C", "C", "C", "C", "C", "C", "H", "H", "H", "H", "H", "H", "H", "H", "H", "H", "H", "H", "H", "H", "H", "H", "H", "H", "H", "H", "H", "H", "H", "H", "H", "H", "H", "H", "H", "H", "H", "H", "H", "H", "H", "H", "H", "H", "H"], "xyz": [[0.381552, -1.020304, 0.936255], [-0.546742, -2.195503, 2.894216], [2.051279, -0.234521, 0.130084], [-0.185125, -0.168540, -0.655512], [0.048344, -2.832980, -0.131432], [-1.639565, -0.741973, 1.365556], [2.485662, 1.326956, -2.077549], [-2.620672, -3.837379, 2.342883], [-2.481489, -1.854545, 1.173385], [1.970642, -1.947686, 2.064409], [-0.621735, 2.735182, -2.762289], [0.141690, 0.948543, 2.006593], [6.849856, 1.871931, 2.263630], [0.518738, -4.163541, 0.359719], [-6.303458, 1.261891, 1.791746], [2.358119, 1.676382, -3.505905], [-0.048715, 2.480222, -4.101332], [-1.451389, 2.743887, 2.185337], [1.890549, -4.142162, 1.006998], [-3.744912, -1.441489, -4.827843], [0.849358, 3.140638, 2.669539], [3.881798, 1.255596, -0.084224], [3.166793, 0.242061, 0.604999], [-2.017845, -2.659958, 2.103192], [1.937493, -3.418015, 2.338459], [3.711676, -0.252882, 1.795276], [-4.389405, 0.529650, 0.538863], [3.501183, 1.723032, -1.371302], [4.903112, 0.272092, 2.298900], [-1.584966, 0.528391, -2.387740], [-5.741293, 0.820211, 0.600908], [-2.150027, 0.400995, 1.607067], [-1.223827, 1.883972, -2.000439], [-4.156372, 1.151911, 2.860217], [-1.130652, 1.416523, 1.931511], [-1.356246, -1.821506, -1.875844], [-0.444649, 3.621340, 2.558735], [-3.592365, 0.705604, 1.666558], [-2.215490, -2.099808, -2.939138], [1.094632, 1.808442, 2.376109], [0.994707, 1.370363, -4.113785], [3.131470, -1.456668, 2.338786], [5.064097, 1.777584, 0.477712], [-2.429132, 0.218692, -3.457539], [-5.514567, 1.421540, 2.921680], [-0.722567, -2.908373, -1.159461], [-2.783940, -1.099238, -3.731077], [5.588317, 1.319155, 1.675419], [-1.061619, -0.484624, -1.578590], [-3.954574, 0.149318, -0.378131], [1.888191, 0.607741, -1.652793], [-3.572992, -3.949730, 2.030311], [5.594242, 2.551834, -0.063942], [-6.364624, 0.690263, -0.272198], [2.093959, 1.409941, 2.481966], [3.109505, 1.089555, -4.038216], [1.057773, -3.671570, 2.919950], [-2.850130, 1.013731, -4.059912], [6.648115, 2.370650, 3.210738], [-2.481666, 3.060276, 2.117076], [2.628966, 2.728175, -3.615799], [1.159207, 1.142687, -5.168873], [-0.862184, 2.256801, -4.788947], [4.148876, 2.456922, -1.843691], [7.316462, 2.591870, 1.596029], [2.617976, -3.715113, 0.307457], [5.312528, -0.157066, 3.206795], [7.566938, 1.075571, 2.455536], [-7.360763, 1.474885, 1.840747], [-5.955441, 1.752824, 3.850500], [1.663235, 3.771636, 2.992371], [-0.490640, 3.670543, -2.391616], [-3.542234, 1.267294, 3.743941], [-1.436146, 2.226149, -0.989889], [-3.374060, -2.269985, -5.428769], [-0.917660, -3.901777, -1.569570], [0.550665, -4.823831, -0.510405], [-2.441657, -3.134467, -3.166420], [-0.246030, -4.538090, 1.047663], [3.788415, -2.044827, 2.981000], [-2.347327, -4.355759, 3.163904], [-4.708143, -1.739986, -4.413652], [-0.672331, 4.655428, 2.778781], [0.383187, 3.430780, -4.413423], [0.590009, 0.451943, -3.682203], [2.190300, -5.179044, 1.174205], [2.822493, -3.693313, 2.912789], [-3.914765, -0.593339, -5.487035]], "forces_ev_per_angstrom": [[0.5, -0.3, 1.4], [-0.2, -0.3, 1.0], [-0.1, 0.4, 0.0], [-0.2, 0.3, -0.6], [0.0, -0.1, -0.1], [-1.1, 0.8, -1.8], [-0.1, -0.1, 0.1], [0.3, 0.1, 0.3], [0.5, 0.1, 1.0], [1.3, -0.8, 0.0], [-0.2, -0.2, 0.3], [-0.3, 0.2, -0.3], [0.1, 0.0, 0.0], [0.0, 0.0, -0.2], [0.0, 0.0, 0.0], [0.1, 0.0, 0.0], [-0.1, 0.2, 0.0], [0.0, -0.2, 0.0], [0.1, -0.1, -0.1], [-0.1, 0.0, -0.1], [-0.1, -0.1, 0.0], [0.0, 0.0, 0.0], [0.0, 0.0, -0.2], [-1.0, -0.2, -0.8], [0.1, -0.1, 0.1], [0.1, 0.0, 0.1], [0.0, 0.0, 0.0], [0.0, -0.1, 0.1], [-0.1, 0.0, -0.1], [-0.1, 0.1, 0.0], [0.0, 0.0, 0.0], [0.0, 0.4, 0.1], [0.1, 0.1, -0.3], [0.0, 0.0, 0.0], [0.1, 0.2, 0.0], [-0.1, 0.0, 0.0], [0.1, 0.0, 0.0], [0.0, -0.1, 0.1], [0.0, 0.1, 0.0], [0.1, -0.1, 0.2], [0.0, -0.1, -0.1], [-0.1, 0.2, 0.1], [0.1, -0.1, 0.2], [0.0, -0.2, 0.0], [0.0, 0.0, 0.0], [0.0, 0.0, -0.1], [0.1, 0.1, 0.2], [-0.2, -0.1, -0.1], [0.0, -0.2, 0.0], [0.0, 0.0, 0.0], [0.0, 0.1, 0.0], [0.0, 0.0, 0.0], [0.0, 0.0, 0.0], [0.0, 0.0, 0.0], [0.0, 0.0, 0.0], [0.0, 0.0, 0.0], [0.4, -0.2, 0.0], [0.0, 0.0, 0.0], [0.0, 0.0, 0.0], [0.0, 0.0, 0.0], [0.0, 0.0, 0.0], [0.0, 0.0, 0.0], [0.0, 0.0, 0.0], [0.0, 0.0, 0.0], [0.0, 0.0, 0.0], [0.0, -0.1, 0.1], [0.0, 0.0, 0.0], [0.0, 0.0, 0.0], [-0.1, 0.0, 0.0], [0.0, 0.0, 0.0], [0.0, 0.0, 0.0], [0.0, 0.0, 0.0], [0.0, 0.0, 0.0], [0.0, 0.0, 0.0], [0.0, 0.0, 0.0], [0.0, 0.1, 0.0], [0.0, -0.1, 0.1], [0.0, -0.1, 0.0], [0.1, 0.0, 0.0], [0.0, 0.1, -0.1], [0.0, 0.0, -0.1], [0.0, 0.0, 0.0], [0.0, 0.0, 0.0], [0.0, -0.1, -0.1], [0.0, 0.0, 0.0], [-0.1, 0.0, 0.0], [0.0, 0.0, -0.1], [0.0, 0.0, 0.0]], "gap_ha": 0.252, "e_above_lowest_kcal_mol": 6.53, "total_charge": 3}